1) C20H30N4O3 in the gas phase. Source: OMol25; level of theory: ωB97M-V/def2-TZVPD.

Properties
HOMO-LUMO gap in eV: 8.6
HOMO energy in eV: -8.118
SMILES: CN1CCN(CCCNC(=O)CCC(=O)N2CCOc3ccccc32)CC1
Lowest unoccupied orbital energy in eV: 0.53

Geometry as XYZ:
```
57
Properties=species:S:1:pos:R:3:mulliken_charge:R:1
C -2.10947 -4.35634 0.79882 -0.94
N -2.04432 -3.48188 -0.35232 0.11
C -0.86857 -2.63527 -0.39160 -0.92
C -0.93916 -1.44726 0.57378 0.43
N -2.11187 -0.64479 0.27381 0.64
C -3.30446 -1.46369 0.41258 -0.39
C -3.22334 -2.66015 -0.54360 -1.20
H -4.11304 -3.28347 -0.43427 0.44
H -3.18706 -2.27998 -1.56896 0.36
H -4.18026 -0.86791 0.15360 0.36
H -3.42768 -1.81759 1.45369 0.22
C -2.15547 0.56137 1.08186 -0.62
C -3.15437 1.59463 0.56418 -0.97
C -2.89166 1.97768 -0.89550 -1.09
N -1.58355 2.56790 -1.08000 -0.02
C -1.24566 3.75034 -0.53904 0.47
O -2.01348 4.45237 0.09096 -0.67
C 0.21224 4.14244 -0.76924 -1.11
H 0.46890 4.01264 -1.82134 0.45
H 0.31307 5.19401 -0.50054 0.39
C 1.15994 3.30242 0.09701 -1.04
C 1.50428 1.97286 -0.56464 0.91
O 1.08584 1.69640 -1.67361 -0.76
N 2.30626 1.12758 0.14153 0.45
C 2.78595 -0.10417 -0.38394 0.55
C 2.06355 -0.85969 -1.30256 -0.55
C 2.53820 -2.07802 -1.74867 -0.89
C 3.74186 -2.57318 -1.27673 -0.60
C 4.47282 -1.83643 -0.36774 -0.65
C 4.01116 -0.60339 0.07952 0.29
O 4.80900 0.04707 0.98094 -0.51
C 4.40722 1.35440 1.30187 -0.54
C 2.88630 1.42477 1.43624 -0.80
H 2.58918 2.40385 1.79809 0.54
H 2.55788 0.66316 2.15441 0.19
H 4.90336 1.60615 2.24182 0.41
H 4.73703 2.05405 0.52021 0.27
H 5.41738 -2.18750 0.01609 0.45
H 4.11365 -3.52690 -1.61776 0.39
H 1.95862 -2.64217 -2.46214 0.44
H 1.12875 -0.48360 -1.67818 0.60
H 0.69797 3.13034 1.07191 0.48
H 2.08922 3.85929 0.24644 0.63
H -0.86804 2.03155 -1.55078 0.36
H -3.64845 2.70643 -1.20388 0.36
H -2.95374 1.09280 -1.52800 0.52
H -4.17521 1.22255 0.65060 0.42
H -3.07299 2.49300 1.17713 0.58
H -2.38721 0.33236 2.13956 0.36
H -1.15491 1.00374 1.05161 0.06
H -0.04685 -0.83042 0.44599 -0.53
H -0.95250 -1.81056 1.61908 0.17
H 0.01737 -3.23623 -0.17693 0.38
H -0.78755 -2.24561 -1.41013 0.17
H -1.21368 -4.97662 0.81275 0.31
H -2.97717 -5.00665 0.69070 0.32
H -2.18526 -3.83869 1.76533 0.34
```

2) C20H30N4O3 in the gas phase. Source: OMol25; level of theory: ωB97M-V/def2-TZVPD.

Properties
HOMO-LUMO gap in eV: 8.4
HOMO energy in eV: -8.470
SMILES: CCCCCn1c(=O)[nH]c2cc(C(=O)NCCN(CC)CC)ccc2c1=O
Lowest unoccupied orbital energy in eV: -0.11

Geometry as XYZ:
```
57
Properties=species:S:1:pos:R:3:mulliken_charge:R:1
C -6.87755 -0.90563 -2.63223 -1.42
C -6.69649 -0.17081 -1.30940 -0.14
C -5.59232 0.88058 -1.40410 -0.57
C -5.47540 1.75927 -0.15907 -0.75
C -5.02912 1.00914 1.09745 -1.29
N -3.72887 0.37196 0.91807 0.08
C -3.70495 -1.00378 0.78837 0.45
O -4.69263 -1.69752 0.86312 -0.66
N -2.46684 -1.55873 0.57452 -0.07
C -1.29107 -0.85560 0.50400 0.39
C -0.07173 -1.48583 0.27604 -1.18
C 1.09773 -0.74446 0.22367 1.16
C 1.05044 0.64492 0.37293 -0.22
C -0.15552 1.27218 0.59371 -1.42
C -1.33430 0.53204 0.67148 0.52
C -2.61714 1.20261 0.91006 0.76
O -2.72813 2.39611 1.09315 -0.67
H -0.22206 2.34321 0.70865 0.49
H 1.94690 1.23958 0.28400 0.26
C 2.36700 -1.49349 -0.04566 0.11
O 2.38056 -2.51768 -0.70136 -0.67
N 3.47336 -0.96494 0.52079 -0.11
H 3.40162 -0.11562 1.05589 0.30
C 4.78622 -1.52591 0.30825 -0.93
H 4.64162 -2.57489 0.03921 0.39
H 5.35238 -1.46876 1.24028 0.44
C 5.56061 -0.84002 -0.84191 -0.95
N 5.94806 0.53838 -0.65657 0.32
C 6.83620 0.80081 0.46063 -0.30
C 8.15686 0.04770 0.35232 -1.43
H 8.57252 0.17708 -0.64309 0.34
H 8.86155 0.44306 1.07975 0.44
H 8.03088 -1.01429 0.54570 0.29
H 7.05086 1.87160 0.44769 0.40
H 6.36115 0.57614 1.43396 0.29
C 4.87547 1.51077 -0.76456 -0.34
C 5.33355 2.75692 -1.52096 -1.55
H 4.49608 3.43637 -1.65901 0.44
H 5.72097 2.47094 -2.49443 0.34
H 6.11648 3.28148 -0.98040 0.32
H 4.05138 1.05735 -1.32002 0.36
H 4.49594 1.81232 0.22823 0.21
H 4.94789 -0.89604 -1.74475 0.47
H 6.46597 -1.42332 -1.02150 0.39
H -0.01985 -2.55461 0.13224 0.45
H -2.45008 -2.56454 0.46872 0.24
H -4.93702 1.71905 1.92333 0.39
H -5.73854 0.22523 1.36043 0.57
H -6.44296 2.21640 0.05591 0.43
H -4.76041 2.56152 -0.35047 0.40
H -4.63703 0.38440 -1.59604 0.18
H -5.79613 1.53061 -2.25902 0.49
H -6.45008 -0.89627 -0.53379 0.21
H -7.63467 0.31696 -1.03440 0.28
H -5.95677 -1.41147 -2.91505 0.33
H -7.14384 -0.21052 -3.42653 0.34
H -7.66471 -1.65108 -2.54968 0.38
```

Q: Which of them is the most stable? A: 2).

1) A molecular structure, C3H3Cl2NO. Source: OMol25; level of theory: ωB97M-V/def2-TZVPD.

Properties
HOMO-LUMO gap in eV: 7.1
HOMO energy in eV: -7.777
Lowest unoccupied orbital energy in eV: -0.63

Geometry as XYZ:
```
10
Properties=species:S:1:pos:R:3:mulliken_charge:R:1
C -1.07257 0.00858 -0.39438 0.33
C 0.85935 0.31481 1.04365 -0.31
C -0.26073 -0.94080 -0.84572 0.12
N -0.17858 0.85269 0.49334 -0.03
O -2.21987 0.37916 -0.61873 -0.65
Cl 1.46456 -1.00325 -0.75724 -0.15
Cl -0.91997 -1.88689 -2.04082 -0.17
H 0.77062 -0.62254 1.65561 0.31
H 1.61931 1.07634 1.15582 0.32
H -0.06212 1.82188 0.30846 0.24
```

2) C3H3Cl2NO in the gas phase. Source: OMol25; level of theory: ωB97M-V/def2-TZVPD.

Properties
HOMO-LUMO gap in eV: 8.6
HOMO energy in eV: -8.471
Lowest unoccupied orbital energy in eV: 0.14

Geometry as XYZ:
```
10
Properties=species:S:1:pos:R:3:mulliken_charge:R:1
C -1.03798 -0.70999 -0.17964 -0.46
C -0.56230 0.56793 0.49168 -0.93
C -0.27870 1.59435 -0.14681 0.90
N 1.72025 -0.99309 0.51291 -0.31
O -0.04962 2.61561 -0.69488 -0.39
Cl 0.58654 -1.77203 -0.48313 0.15
Cl 2.72489 0.09325 -0.34452 -0.12
H -1.60014 -1.16878 0.57908 0.30
H -1.53103 -0.51433 -1.07390 0.42
H 0.02811 0.28709 1.33919 0.44
```

Q: Which of them is the most stable? A: 1).

1) A molecular structure, C3H3Cl2NO. Source: OMol25; level of theory: ωB97M-V/def2-TZVPD.

Properties
HOMO-LUMO gap in eV: 10.6
HOMO energy in eV: -10.154
Lowest unoccupied orbital energy in eV: 0.48

Geometry as XYZ:
```
10
Properties=species:S:1:pos:R:3:mulliken_charge:R:1
C -0.23836 -0.99138 0.93952 0.02
C -0.96237 0.13321 0.35340 -0.77
C 0.67654 0.68225 -0.74511 0.37
N 0.93225 -1.22793 0.55333 -0.32
O 1.52607 -0.22060 -0.27711 -0.16
Cl 0.35615 0.27663 -2.48194 -0.18
Cl 1.16773 2.27588 -0.52303 -0.13
H -0.57950 -1.52045 1.72497 0.49
H -1.42069 -0.27556 -0.49253 0.32
H -1.45782 0.86795 0.94851 0.36
```

2) A molecular structure, C3H3Cl2NO. Source: OMol25; level of theory: ωB97M-V/def2-TZVPD.

Properties
HOMO-LUMO gap in eV: 10.2
HOMO energy in eV: -9.904
Lowest unoccupied orbital energy in eV: 0.28

Geometry as XYZ:
```
10
Properties=species:S:1:pos:R:3:mulliken_charge:R:1
C -1.81495 -0.23131 0.35194 0.03
C 0.61060 0.62072 -0.60542 -0.58
C -0.41657 -0.42735 0.72788 0.48
N -2.89863 -0.09971 -0.02387 -0.37
O 1.40876 -0.08938 -1.35742 -0.46
Cl 0.12749 -2.09914 0.70642 -0.15
Cl -0.15801 0.31903 2.27855 -0.16
H 0.90696 1.21199 0.14477 0.47
H -0.09924 1.12339 -1.17814 0.38
H 2.33358 -0.32823 -1.04472 0.36
```

Q: Which of them is the most stable? A: 2).

1) 2 unconnected molecules or ions with the total composition C2H2N2O2. Source: OMol25; level of theory: ωB97M-V/def2-TZVPD.

Properties
HOMO-LUMO gap in eV: 11.5
HOMO energy in eV: -10.954
SMILES: N=C=O.N=C=O
Lowest unoccupied orbital energy in eV: 0.55

Geometry as XYZ:
```
8
Properties=species:S:1:pos:R:3:mulliken_charge:R:1
C -1.80035 -0.01503 -0.14614 0.44
C 1.46815 0.48260 0.39214 0.50
N -0.95886 0.04765 -0.94542 -0.27
N 1.68889 -0.66205 0.58938 -0.42
O 1.40636 1.55137 -0.02597 -0.39
O -2.49721 -0.22190 0.73759 -0.42
H -0.51607 0.18486 -1.83011 0.25
H 1.20910 -1.36751 1.22853 0.31
```

2) A molecular structure, C2H2N2O2. Source: OMol25; level of theory: ωB97M-V/def2-TZVPD.

Properties
HOMO-LUMO gap in eV: 9.4
HOMO energy in eV: -10.389
Lowest unoccupied orbital energy in eV: -1.04

Geometry as XYZ:
```
8
Properties=species:S:1:pos:R:3:mulliken_charge:R:1
O -1.76927 -0.00536 -1.02644 -0.34
C -0.49838 0.10117 -0.34429 0.80
N -1.01788 1.23839 -0.07779 -0.25
O 1.43560 0.92131 0.98840 -0.52
C 1.47084 -0.19533 0.50391 0.11
N 0.44356 -0.75265 -0.25595 -0.57
H -2.39711 -0.44324 -0.42149 0.38
H 2.33264 -0.86429 0.63366 0.39
```

Q: Which of them is the most stable? A: 1).